No. 1
A structure of composition C4H5AgLiO2 in a non-equilibrium geometry. Source: the Open Molecules 2025 dataset; level of theory: ωB97M-V/def2-TZVPD.

ORCA input file:
```
! wB97M-V def2-TZVPD RIJCOSX def2/J DEFGRID3
* xyz 0 2
H 2.481 -0.882 0.819
C 1.422 -1.172 0.747
C 0.511 -0.509 1.494
O 1.144 -2.136 -0.120
Ag 2.375 -3.613 -0.909
H 0.849 0.231 2.221
H -0.541 -0.813 1.499
C -0.641 2.223 -0.369
C -0.914 1.167 -1.102
O -1.050 0.089 -1.557
Li -0.412 -1.705 -1.008
H 0.220 2.836 -0.638
H -1.364 2.537 0.384
*
```

Values from the calculation:
Kohn-Sham gap (spin up / spin down): 4.73 / 7.64 eV
ΔE to the lowest compared entry with this formula, charge and spin: 0.0 kcal per mole
HOMO (spin up / spin down): -0.1856 / -0.2967 Ha

***

No. 2
A cluster of 2 separate species, C10H18NO4 in total in a non-equilibrium geometry. Source: the Open Molecules 2025 dataset; level of theory: ωB97M-V/def2-TZVPD.

ORCA input file:
```
! wB97M-V def2-TZVPD RIJCOSX def2/J DEFGRID3
* xyz -1 1
C 3.423 -0.124 0.309
C 1.411 -0.611 1.651
C -2.154 0.828 0.475
C -3.311 -0.053 -1.562
C -2.052 -1.563 0.072
C 0.088 -0.993 -1.743
C -0.056 1.397 -1.160
C 2.490 0.238 1.341
C -2.010 -0.217 -0.625
C -0.673 0.029 -1.321
N 2.644 1.496 2.054
O 4.510 0.629 0.194
O 1.476 -1.886 1.153
O 3.334 -1.139 -0.422
O 0.603 -0.352 2.554
H -2.945 0.687 1.115
H -2.277 1.859 0.146
H -1.254 0.817 1.059
H -3.324 -0.687 -2.419
H -4.086 -0.283 -0.877
H -3.340 0.923 -1.801
H -1.955 -2.154 -0.815
H -1.269 -1.764 0.829
H -2.857 -1.937 0.609
H 2.113 -1.873 0.399
H 1.017 -0.707 -2.160
H -0.072 -2.085 -1.597
H -0.661 2.273 -1.182
H 0.700 1.465 -1.822
H 0.459 1.320 -0.196
H 4.346 1.518 0.512
H 3.617 1.638 2.376
H 2.065 1.308 2.852
*
```

Values from the calculation:
Kohn-Sham gap: 6.37 eV
ΔE to the lowest compared entry with this formula, charge and spin: 0.0 kcal per mole
HOMO: -0.1138 Ha

***

No. 3
An isolated molecule of C5H7N in a non-equilibrium geometry. Source: the Open Molecules 2025 dataset; level of theory: ωB97M-V/def2-TZVPD.

ORCA input file:
```
! wB97M-V def2-TZVPD RIJCOSX def2/J DEFGRID3
* xyz 0 1
C 1.345 0.516 -0.521
N 0.019 0.709 0.045
C -0.210 0.062 1.344
C -0.952 -1.000 0.611
C -1.131 -0.482 -0.666
C -1.573 -0.750 -1.878
H 1.250 0.473 -1.614
H 1.870 -0.393 -0.175
H 1.975 1.385 -0.276
H 0.698 -0.329 1.835
H -0.769 0.676 2.064
H -0.899 -2.072 0.827
H -1.114 -0.390 -2.802
*
```

Values from the calculation:
Kohn-Sham gap (spin up / spin down): 6.79 / 7.16 eV
ΔE to the lowest compared entry with this formula, charge and spin: 152.4 kcal per mole
HOMO (spin up / spin down): -0.2936 / -0.2987 Ha

***

No. 4
An isolated molecule of C15H15BN2O2S in a non-equilibrium geometry. Source: the Open Molecules 2025 dataset; level of theory: ωB97M-V/def2-TZVPD.

ORCA input file:
```
! wB97M-V def2-TZVPD RIJCOSX def2/J DEFGRID3
* xyz 0 1
C -5.452 -3.469 1.276
C -4.739 -2.253 0.889
C -4.203 -1.478 1.894
C -3.394 -0.411 1.593
C -2.938 -0.152 0.323
N -1.858 0.725 0.102
C -0.521 0.496 0.025
S 0.090 -1.035 0.055
N 0.287 1.672 0.049
C 1.633 1.572 -0.079
C 2.469 1.752 1.091
C 3.844 1.562 1.057
C 4.413 1.332 -0.171
C 3.636 1.184 -1.291
C 2.258 1.240 -1.218
B 4.728 1.032 -2.444
O 4.494 0.875 -3.786
O 6.047 1.076 -1.941
C 5.853 1.130 -0.508
C -3.586 -0.889 -0.677
C -4.468 -1.938 -0.414
H -5.804 -3.398 2.330
H -4.816 -4.349 1.179
H -6.385 -3.476 0.696
H -4.231 -1.935 2.881
H -2.942 0.016 2.498
H -2.172 1.726 -0.045
H -0.140 2.505 0.463
H 1.958 1.848 2.021
H 4.452 1.721 1.931
H 1.623 1.285 -2.114
H 5.142 0.982 -4.504
H 6.374 0.262 -0.085
H 6.417 2.017 -0.166
H -3.236 -0.722 -1.670
H -4.834 -2.507 -1.238
*
```

Values from the calculation:
SMILES: Cc1ccc(NC(=S)Nc2ccc3c(c2)B(O)OC3)cc1
Kohn-Sham gap: 8.66 eV
ΔE to the lowest compared entry with this formula, charge and spin: 0.0 kcal per mole
HOMO: -0.2976 Ha

***

No. 5
A structure of composition C37H55F5N7O5Si2SnTe2. Source: the Open Molecules 2025 dataset; level of theory: ωB97M-V/def2-TZVPD.

ORCA input file:
```
! wB97M-V def2-TZVPD RIJCOSX def2/J DEFGRID3
* xyz 3 1
Sn -0.413 -0.502 0.497
C 0.082 -3.751 -2.741
O -1.343 -3.433 -2.588
C -1.400 -2.522 -1.645
N -0.299 -2.034 -1.208
C 0.783 -2.556 -2.072
C 2.066 -2.882 -1.356
C 2.094 -3.224 -0.009
C 3.302 -3.514 0.613
C 4.485 -3.481 -0.110
C 4.458 -3.158 -1.461
C 3.256 -2.850 -2.081
C -2.704 -2.049 -1.154
C -3.905 -2.591 -1.560
C -5.069 -2.079 -1.002
C -4.982 -1.042 -0.087
C -3.728 -0.546 0.244
N -2.608 -1.047 -0.273
C -3.573 0.602 1.165
N -2.506 1.290 1.271
C -2.851 2.430 2.155
C -4.221 2.028 2.735
O -4.648 0.945 1.859
C -1.805 2.786 3.182
C -0.502 2.311 3.114
C 0.449 2.715 4.045
C 0.104 3.603 5.051
C -1.199 4.079 5.128
C -2.145 3.675 4.200
H 0.262 -4.690 -2.218
H 0.283 -3.857 -3.802
H 0.991 -1.775 -2.811
H 1.177 -3.292 0.561
H 3.311 -3.786 1.661
H 5.422 -3.727 0.372
H 5.376 -3.161 -2.035
H 3.235 -2.586 -3.133
H -3.921 -3.400 -2.277
H -6.032 -2.487 -1.274
H -5.861 -0.616 0.374
H -2.971 3.300 1.495
H -4.149 1.632 3.747
H -4.978 2.805 2.686
H -0.228 1.592 2.353
H 1.455 2.316 3.996
H 0.838 3.909 5.784
H -1.481 4.762 5.918
H -3.156 4.061 4.274
N 2.966 0.352 -0.012
C 3.372 1.207 -1.127
C 4.778 0.943 -1.665
C 5.210 1.901 -2.773
C 6.675 1.736 -3.177
N 7.002 0.455 -3.811
C 6.972 0.214 -5.121
N 6.459 1.105 -5.966
N 7.436 -0.943 -5.593
C 2.301 0.982 -2.195
O 2.461 0.273 -3.145
O 1.080 1.566 -2.029
H 3.460 0.598 0.838
H 3.174 -0.624 -0.215
H 3.320 2.246 -0.778
H 4.825 -0.094 -2.007
H 5.461 1.040 -0.815
H 5.110 2.933 -2.421
H 4.557 1.792 -3.643
H 7.312 1.812 -2.296
H 6.992 2.545 -3.837
H 7.428 -0.250 -3.233
H 6.126 1.997 -5.646
H 6.520 0.967 -6.961
H 7.930 -1.588 -5.000
H 7.452 -1.133 -6.581
C -3.278 3.569 -3.747
Si -1.672 2.723 -3.364
C -0.297 3.350 -4.450
C -1.846 0.864 -3.400
C -1.359 3.189 -1.512
Te 0.485 2.817 -0.622
C 1.418 4.573 -1.266
Si 1.420 5.793 0.239
C 1.901 7.457 -0.410
C -0.316 5.751 0.939
C 2.626 5.071 1.476
H -3.588 3.342 -4.770
H -3.192 4.655 -3.667
H -4.082 3.243 -3.083
H -0.473 3.006 -5.472
H 0.685 2.985 -4.150
H -0.279 4.442 -4.487
H -2.130 0.530 -4.400
H -2.632 0.542 -2.711
H -0.910 0.367 -3.131
H -2.073 2.642 -0.892
H -1.507 4.261 -1.353
H 0.872 4.942 -2.135
H 2.438 4.321 -1.563
H 1.215 7.802 -1.186
H 2.911 7.448 -0.826
H 1.886 8.196 0.394
H -1.065 6.131 0.241
H -0.353 6.386 1.828
H -0.624 4.755 1.286
H 3.567 5.623 1.480
H 2.865 4.021 1.275
H 2.216 5.115 2.487
F -2.207 -3.557 1.235
Te -1.549 -2.959 2.882
F -0.415 -4.404 2.930
F -2.869 -3.980 3.635
F -2.799 -1.569 2.847
F -1.002 -2.451 4.555
O -0.307 -1.884 2.027
*
```

Values from the calculation:
Kohn-Sham gap: 7.64 eV
ΔE to the lowest compared entry with this formula, charge and spin: 0.0 kcal per mole
HOMO: -0.5590 Ha

***

No. 6
A structure of composition C5H6OS2 in a non-equilibrium geometry. Source: the Open Molecules 2025 dataset; level of theory: ωB97M-V/def2-TZVPD.

ORCA input file:
```
! wB97M-V def2-TZVPD RIJCOSX def2/J DEFGRID3
* xyz 0 1
C 0.006 0.696 1.591
C 0.227 0.186 0.215
C -0.271 -1.619 -1.126
C -0.963 -0.505 -0.417
C 0.924 1.180 -0.648
H -0.506 1.648 1.512
H -0.618 0.015 2.137
H 0.893 0.848 2.180
H 0.038 -1.371 -2.140
H -0.763 -2.588 -1.100
H 1.977 1.443 -0.361
O 0.400 1.659 -1.649
S 1.182 -1.412 0.005
S -2.526 -0.180 -0.200
*
```

Values from the calculation:
Kohn-Sham gap: 8.67 eV
ΔE to the lowest compared entry with this formula, charge and spin: 26.9 kcal per mole
HOMO: -0.3352 Ha